#one
This record from the Open Molecules 2025 dataset describes the ion C6H11N2O2 with charge +1. The level of theory is wB97M-V/def2-TZVPD.

Structure (XYZ):
```
21
Properties=species:S:1:pos:R:3:mulliken_charge:R:1
C 2.74633 -0.90868 0.48024 -1.342
C 1.22813 -0.95451 0.67665 0.467
O 0.70525 -0.93502 1.77894 -0.573
C 0.45716 -0.91406 -0.60591 0.188
C -0.94274 -1.27590 -0.69014 -0.936
C -0.57214 0.14252 -0.83946 0.454
O -0.61947 0.90922 -1.97031 -0.580
N -0.97199 0.93427 0.34262 -0.155
C -1.85745 1.89301 0.15908 0.020
N -2.28620 2.67252 1.11447 -0.302
H 3.21480 -0.56346 1.46474 0.340
H 3.18311 -0.37515 -0.31064 0.415
H 2.93746 -1.98649 0.23227 0.336
H 1.10306 -1.09338 -1.44563 0.396
H -1.21423 -1.71304 -1.58924 0.262
H -1.41800 -1.71525 0.16142 0.297
H -0.97233 0.26782 -2.68757 0.426
H -0.25414 1.01202 1.10478 0.247
H -2.21615 1.85395 -0.81959 0.472
H -2.89382 3.34096 0.65182 0.293
H -1.84984 2.75647 2.03129 0.274
```

Computed properties:
structure (SMILES): CC(=O)[C@H]1C[C@@]1(O)/[NH+]=C/N
Kohn-Sham gap: 9.9 eV
net charge: +1

=====

#two
This record from the Open Molecules 2025 dataset describes the ion C6H11N2O2 with charge +1. The level of theory is wB97M-V/def2-TZVPD.

Structure (XYZ):
```
21
Properties=species:S:1:pos:R:3:mulliken_charge:R:1
C -3.38611 -0.68796 -0.58890 -0.444
C -2.46446 -1.34566 0.05044 -0.158
N -0.92686 -0.96587 0.30467 -0.195
C 0.11969 -0.07759 0.12304 0.591
C -0.17916 1.37763 -0.15058 -0.517
N -1.43392 1.63078 -1.01691 -0.503
O 1.29783 -0.59875 0.34168 -0.380
C 2.65347 0.03430 0.05930 0.696
C 3.61968 -0.70823 0.84808 -0.955
O 2.56013 1.04319 -0.52989 -0.446
H -4.41534 -1.14154 -0.56809 0.274
H -3.10931 0.03455 -1.39752 0.309
H -2.57207 -2.31273 0.67569 0.215
H -0.58961 -1.81519 0.77353 0.289
H -0.34906 1.84511 0.85085 0.320
H 0.76556 1.90733 -0.55640 0.363
H -1.11373 1.98739 -1.91174 0.272
H -1.84234 2.40660 -0.50899 0.260
H 3.43748 -1.78311 0.69116 0.352
H 3.28491 -0.45512 1.89277 0.307
H 4.64323 -0.37514 0.61780 0.349
```

Computed properties:
structure (SMILES): C=C/[NH+]=C(\CN)OC(C)=O
Kohn-Sham gap: 9.4 eV
net charge: +1

=====

Least stable of them? #two.

=====

#one
This record from the Open Molecules 2025 dataset describes a cluster of 2 separate species, C4H9F2N in total. The level of theory is wB97M-V/def2-TZVPD.

Structure (XYZ):
```
16
Properties=species:S:1:pos:R:3:mulliken_charge:R:1
C 1.45511 1.26017 -0.71534 -1.372
C -0.41950 -1.86699 0.55273 -0.889
C -1.23049 0.56294 0.13342 -1.128
C 1.08066 -0.11105 -0.35763 1.090
N -0.16122 -0.51705 -0.04256 0.102
F 1.87097 -1.14848 -0.71933 -0.234
F 2.13075 -0.00137 1.45693 -0.715
H 1.17308 1.54344 -1.84421 0.340
H 1.05391 2.08783 -0.00293 0.329
H 2.49425 1.27203 -0.67919 0.347
H -1.42294 -1.88768 1.23458 0.311
H -0.47004 -2.67408 -0.19628 0.286
H 0.27356 -2.20263 1.31338 0.357
H -2.05688 -0.06249 -0.08167 0.507
H -1.15212 0.91360 1.14608 0.311
H -0.96412 1.32212 -0.63751 0.357
```

Computed properties:
Kohn-Sham gap: 10.1 eV

=====

#two
This record from the Open Molecules 2025 dataset describes the molecule C4H9F2N. The level of theory is wB97M-V/def2-TZVPD.

Structure (XYZ):
```
16
Properties=species:S:1:pos:R:3:mulliken_charge:R:1
C -0.17373 1.87300 0.03322 -0.936
N -0.27457 0.42413 -0.07185 -0.001
C -1.56209 -0.20141 0.15727 -0.972
C 0.88091 -0.28305 0.08068 1.067
C 0.93416 -1.73213 -0.30738 -1.316
F 1.51515 -0.08233 1.28126 -0.334
F 1.96109 0.57579 -0.80276 -0.447
H 0.69902 2.15369 0.61955 0.319
H -0.06818 2.29952 -0.96611 0.232
H -1.06233 2.28351 0.50114 0.402
H -1.54985 -0.82768 1.05517 0.340
H -2.29616 0.58489 0.30220 0.348
H -1.87894 -0.80368 -0.69723 0.292
H 1.74412 -1.89401 -1.01217 0.357
H 1.13219 -2.32202 0.58611 0.332
H -0.00079 -2.04821 -0.75909 0.316
```

Computed properties:
structure (SMILES): CN(C)C(C)(F)F
Kohn-Sham gap: 10.2 eV

=====

Least stable of them? #one.

=====

#one
This record from the Open Molecules 2025 dataset describes the molecule C5H8FNS. The level of theory is wB97M-V/def2-TZVPD.

Structure (XYZ):
```
16
Properties=species:S:1:pos:R:3:mulliken_charge:R:1
C -2.15851 -0.53703 0.81597 -1.147
C -1.64510 0.08747 -0.42264 0.241
F -2.47169 1.17223 -0.82963 -0.335
C -0.20600 0.54159 -0.30623 0.515
S 0.11911 2.12438 0.14276 -0.419
C 0.76278 -0.50375 -0.43597 -0.769
C 2.16336 -0.41835 -0.32477 -0.036
N 2.79666 0.68267 0.02442 -0.228
H -3.19064 -0.88400 0.74931 0.311
H -1.54814 -1.33496 1.10701 0.394
H -2.15391 0.23511 1.60518 0.318
H -1.53664 -0.58486 -1.25367 0.270
H 0.32019 -1.44196 -0.71205 0.250
H 2.72801 -1.33184 -0.45898 0.344
H 2.23778 1.55483 0.17048 0.066
H 3.78274 0.63848 0.12882 0.224
```

Computed properties:
structure (SMILES): C[C@@H](F)C(=S)/C=C\N
Kohn-Sham gap: 8.2 eV

=====

#two
This record from the Open Molecules 2025 dataset describes the molecule C5H8FNS. The level of theory is wB97M-V/def2-TZVPD.

Structure (XYZ):
```
16
Properties=species:S:1:pos:R:3:mulliken_charge:R:1
C 0.36820 1.65038 -0.73472 -1.273
C 0.79298 0.26181 -0.32703 -0.047
N 0.83099 0.21507 1.06122 -0.363
C 0.20212 -1.07944 1.25474 -0.718
C -0.39537 -0.92965 -0.16272 1.272
F 0.06665 -2.01696 -0.97042 -0.372
C -1.74252 -0.71807 -0.56970 -0.636
S -2.82884 0.14062 0.31466 -0.178
H 0.55721 1.78045 -1.75405 0.372
H 1.02650 2.42431 -0.25042 0.318
H -0.64906 1.82027 -0.27023 0.240
H 1.64697 -0.19824 -0.96777 0.364
H 1.74120 0.39520 1.38133 0.223
H 0.86775 -1.99746 1.47599 0.254
H -0.40420 -1.03908 2.17614 0.234
H -2.08057 -0.70921 -1.65704 0.309
```

Computed properties:
structure (SMILES): C[C@H]1NC[C@@]1(F)C=S
Kohn-Sham gap: 8.2 eV

=====

Least stable of them? #two.

=====

#one
This record from the Open Molecules 2025 dataset describes a structure of composition C7H14B3Be2Cl7F4KO11S2. The level of theory is wB97M-V/def2-TZVPD.

Structure (XYZ):
```
51
Properties=species:S:1:pos:R:3:mulliken_charge:R:1
O -3.07714 2.80410 -2.36330 -0.336
O -2.37653 1.57743 -2.15841 -0.073
C -2.96179 0.94074 -1.04394 -0.127
B -2.30841 -0.41979 -0.62769 -0.128
O -3.00492 -1.18078 0.32117 -0.210
B -2.06766 -1.30739 1.31110 0.749
O -1.02474 -2.16153 1.01351 -0.206
B -0.43279 -1.54329 -0.05418 0.992
S 1.37939 -1.62449 0.14341 -0.406
O -1.07583 -0.91503 -1.05382 -0.170
H -3.26380 3.18946 -1.49994 0.161
H -2.94556 1.58255 -0.14863 -0.251
H -4.01879 0.73691 -1.27985 0.401
H -2.13933 -0.69318 2.34347 -0.093
H 1.56384 -2.59182 1.08182 0.300
Be -0.98624 2.59049 0.79606 0.254
Cl 0.91312 -0.07939 1.93742 0.043
C 6.57839 1.05457 -3.04615 -0.624
O 5.23966 1.40862 -3.42167 -0.290
C 4.38710 1.43149 -2.42808 0.647
O 4.62774 1.17214 -1.26566 -0.456
O 3.17065 1.72082 -2.92583 -0.269
C 2.13276 1.73696 -1.95624 -0.425
H 7.17909 1.07230 -3.94911 0.234
H 6.98147 1.77933 -2.34134 0.291
H 6.60758 0.05239 -2.62461 0.300
H 2.31882 2.49822 -1.20245 0.335
H 2.03025 0.75610 -1.49129 0.038
H 1.20575 1.97814 -2.46915 0.246
C -4.05437 4.98669 4.09076 0.545
F -5.33280 5.17963 3.74512 -0.221
F -3.32317 5.86319 3.37713 -0.234
F -3.93813 5.32465 5.35932 -0.204
S -3.52022 3.25276 3.79014 1.081
O -3.71689 3.07839 2.34506 -0.662
O -4.39023 2.45129 4.59303 -0.634
O -2.13753 3.21335 4.18438 -0.638
Cl 4.44357 3.82377 -1.89356 -0.089
Be -0.30929 -1.27453 3.31645 0.714
C 3.12884 -4.49094 -1.40176 -0.190
Cl 4.28860 -4.96658 -0.16230 -0.134
Cl 1.50455 -5.10728 -1.04033 -0.056
H 3.09252 -3.40884 -1.44911 0.084
H 3.44836 -4.89097 -2.35615 0.339
F 1.43022 -0.19961 4.41619 -0.587
C -2.30006 -6.93962 -0.17419 -0.035
Cl -3.24881 -7.78126 1.04554 -0.108
Cl -1.80920 -5.33955 0.41642 -0.072
Cl -0.88904 -7.88926 -0.63471 -0.101
H -2.91809 -6.80097 -1.05020 0.297
K -4.08090 4.34960 -0.11386 0.977
```

Computed properties:
Kohn-Sham gap: 2.3 eV
net charge: +1

=====

#two
This record from the Open Molecules 2025 dataset describes a structure of composition C7H14B3Be2Cl7F4KO11S2. The level of theory is wB97M-V/def2-TZVPD.

Structure (XYZ):
```
51
Properties=species:S:1:pos:R:3:mulliken_charge:R:1
O 4.75765 -0.36129 -1.45340 -0.330
O 3.38324 -0.67435 -1.60893 -0.088
C 2.73251 0.50880 -2.05950 0.029
B 1.17449 0.39175 -2.25576 0.010
O 0.53090 1.50534 -2.92754 -0.324
B -0.41636 1.92574 -1.97169 0.675
O -1.50856 1.04990 -1.82657 -0.275
B -0.86703 -0.15283 -1.34922 1.020
S -1.93433 -0.67936 -0.04403 -0.433
O 0.34330 -0.65826 -1.76933 -0.332
H 4.81183 0.52235 -1.06476 0.165
H 2.89786 1.36747 -1.36024 -0.315
H 3.17124 0.79759 -3.04527 0.391
H -0.25945 2.94258 -1.33101 -0.095
H -3.07707 0.00583 -0.30943 0.278
Be 2.38196 1.31046 1.05401 0.441
Cl -1.01114 1.40467 0.79278 0.270
C -1.66941 -5.11583 4.93569 -0.618
O -0.55277 -4.95871 4.04802 -0.287
C -0.37334 -3.72620 3.60358 0.638
O -1.06675 -2.75217 3.86651 -0.439
O 0.66278 -3.72982 2.74563 -0.263
C 0.93855 -2.46401 2.15094 -0.417
H -1.70203 -6.16277 5.22290 0.234
H -1.53458 -4.50772 5.82907 0.291
H -2.59980 -4.85806 4.43267 0.302
H 1.20323 -1.72814 2.90848 0.316
H 0.08151 -2.12184 1.57063 0.058
H 1.78657 -2.59213 1.48154 0.253
C 4.38317 5.92000 1.31386 0.530
F 5.26885 6.29891 0.37598 -0.215
F 5.02641 5.05852 2.13275 -0.232
F 4.08076 6.99670 2.03147 -0.200
S 2.88692 5.15197 0.56554 1.090
O 3.43024 3.99429 -0.16497 -0.672
O 2.32940 6.16967 -0.28663 -0.628
O 2.05465 4.77621 1.68759 -0.647
Cl 1.30438 -2.93337 5.20734 -0.052
Be -1.86178 2.96694 0.20203 -0.178
C -4.67189 -3.07500 -0.70675 -0.193
Cl -6.03970 -2.36496 0.15050 -0.140
Cl -4.39582 -2.27459 -2.26463 -0.051
H -3.78203 -2.96837 -0.09457 0.078
H -4.87403 -4.12547 -0.88683 0.338
F -2.34228 3.46082 1.37159 0.054
C -4.06060 -0.42818 -6.14579 -0.042
Cl -4.57953 0.92177 -7.14888 -0.112
Cl -3.23688 0.16300 -4.68733 -0.055
Cl -5.42876 -1.45036 -5.71240 -0.107
H -3.35559 -1.02356 -6.71325 0.297
K 5.57913 2.27610 -0.49237 0.980
```

Computed properties:
Kohn-Sham gap: 2.3 eV
net charge: +1

=====

Least stable of them? #one.